(1)
{"formula": "C32H53N4O3Si", "method": "the ωB97M-V functional and the def2-TZVPD basis", "elements": ["C", "C", "C", "C", "C", "C", "C", "C", "N", "C", "C", "C", "C", "C", "C", "C", "O", "C", "C", "O", "Si", "C", "C", "C", "C", "C", "C", "C", "N", "O", "H", "H", "H", "H", "H", "H", "H", "H", "H", "H", "H", "H", "H", "H", "H", "H", "H", "H", "H", "H", "H", "H", "H", "H", "H", "H", "H", "H", "H", "H", "H", "H", "H", "H", "H", "H", "H", "H", "H", "H", "H", "H", "H", "N", "C", "C", "C", "C", "H", "H", "H", "H", "H", "N", "C", "C", "C", "C", "H", "H", "H", "H", "H"], "coordinates": [[-1.69404, 2.39370, 4.18544], [-1.18830, 1.22305, 3.33113], [-1.06251, 0.00526, 4.24934], [0.19756, 1.58098, 2.73837], [0.34857, 1.46606, 1.21332], [0.50103, -0.03004, 0.85676], [0.22271, -0.48948, -0.57998], [-0.36373, -1.89921, -0.63990], [0.33483, -2.83255, 0.22397], [-0.28117, -4.14256, 0.29810], [-0.45381, -4.86976, -1.02291], [0.66091, -5.13464, -1.79617], [0.57394, -5.79245, -3.00660], [-0.66842, -6.19998, -3.46728], [-1.79281, -5.94447, -2.72396], [-1.69131, -5.27986, -1.51290], [-2.86623, -5.07926, -0.83858], [1.63082, 2.24726, 0.86032], [2.15706, 2.03537, -0.54871], [3.10342, 3.05802, -0.85603], [4.58164, 2.60303, -1.44521], [4.43259, 1.51389, -2.96014], [5.47261, 4.17257, -1.90221], [5.56690, 1.65846, -0.16281], [-0.85416, 2.18110, 0.57621], [-2.27091, 1.74563, 1.04837], [-3.13607, 2.98346, 1.33197], [-2.99154, 0.96635, -0.04848], [-2.16212, 0.87255, 2.25203], [-2.35337, -0.37498, 2.05270], [-1.60512, 3.35104, 3.68331], [-1.05569, 2.44536, 5.06932], [-2.71866, 2.21367, 4.51153], [-2.03576, -0.33951, 4.59083], [-0.55002, -0.81257, 3.74564], [-0.45014, 0.29630, 5.10457], [0.96016, 0.95921, 3.21305], [0.43619, 2.61499, 3.00677], [-0.11996, -0.62361, 1.52596], [1.53022, -0.31147, 1.10705], [-0.48365, 0.17040, -1.08018], [1.13684, -0.47423, -1.17958], [-1.41252, -1.86969, -0.32408], [-0.36296, -2.23015, -1.68947], [1.31133, -2.90163, -0.03212], [-1.23527, -4.01687, 0.81365], [0.33148, -4.76976, 0.94875], [1.63308, -4.82101, -1.43037], [1.47060, -5.97846, -3.58093], [-0.75443, -6.71193, -4.41701], [-2.76822, -6.25938, -3.06872], [-2.75865, -4.36271, -0.20487], [2.41389, 1.93963, 1.56162], [1.46395, 3.31812, 0.98983], [1.35562, 2.07110, -1.29145], [2.61547, 1.04292, -0.62948], [3.74077, 1.90788, -3.70443], [5.42573, 1.48357, -3.41852], [4.16356, 0.48275, -2.72566], [5.85980, 4.69200, -1.02564], [4.80543, 4.85740, -2.42811], [6.31039, 3.95611, -2.56812], [4.93482, 1.00369, 0.44169], [6.10246, 2.33255, 0.50641], [6.29842, 1.01657, -0.66002], [-0.72535, 3.24290, 0.81081], [-0.83172, 2.11716, -0.51348], [-3.03599, 3.66993, 0.48980], [-2.85680, 3.50269, 2.23585], [-4.18726, 2.69804, 1.39344], [-3.12295, 1.64108, -0.89826], [-3.97674, 0.64548, 0.28203], [-2.42274, 0.10573, -0.38260], [-3.74282, -5.57556, -5.92114], [-2.57580, -5.09830, -6.45050], [-2.42167, -5.65236, -7.69294], [-3.54176, -6.49929, -7.92035], [-4.33806, -6.42973, -6.80899], [-4.10515, -5.33423, -5.01753], [-1.95898, -4.41000, -5.89857], [-1.59891, -5.47274, -8.36418], [-3.73865, -7.09019, -8.79885], [-5.27202, -6.91140, -6.57675], [1.01572, 6.56713, 6.73945], [-0.34317, 6.57630, 6.58305], [-0.63944, 5.85379, 5.45887], [0.59121, 5.39151, 4.91654], [1.59341, 5.84883, 5.72920], [1.51369, 7.02099, 7.48193], [-0.98012, 7.09128, 7.28098], [-1.62759, 5.67543, 5.06875], [0.72559, 4.79247, 4.03121], [2.66083, 5.72328, 5.67485]], "charge": 0, "homo_lumo_gap_ev": [8.495, 8.790], "spin_multiplicity": 2, "homo_energy_ev": [-7.94, -8.23]}


(2)
{"formula": "C32H53N5O4P2RuS", "method": "the ωB97M-V functional and the def2-TZVPD basis", "elements": ["Ru", "C", "C", "C", "C", "C", "C", "C", "C", "C", "C", "H", "H", "H", "H", "H", "H", "H", "H", "H", "H", "H", "H", "H", "H", "H", "C", "N", "C", "P", "O", "O", "P", "O", "N", "C", "C", "N", "C", "C", "N", "C", "C", "H", "H", "H", "H", "H", "H", "H", "H", "H", "H", "H", "H", "H", "H", "H", "H", "H", "H", "H", "H", "H", "H", "H", "H", "C", "C", "O", "H", "H", "H", "N", "S", "C", "C", "C", "C", "C", "C", "C", "C", "C", "C", "C", "C", "H", "H", "H", "H", "H", "H", "H", "H", "H", "H", "H"], "coordinates": [[-0.83919, -0.44380, 0.68049], [-0.08507, -0.24077, 3.29365], [-0.73634, 0.96799, 2.93335], [-2.11686, 0.67405, 2.70999], [-2.31136, -0.72282, 2.91472], [-1.05708, -1.29330, 3.26420], [-0.78100, -2.70254, 3.67640], [-3.66348, -1.35156, 2.94828], [-3.22521, 1.66367, 2.58382], [-0.16703, 2.34534, 3.00450], [1.28568, -0.36664, 3.87069], [-0.26586, -3.24580, 2.87862], [-1.70337, -3.22819, 3.91463], [-0.13538, -2.71558, 4.55516], [-4.22047, -1.10691, 2.04563], [-4.22451, -0.95277, 3.79419], [-3.60589, -2.42847, 3.05361], [-3.75364, 1.54972, 1.63802], [-2.84811, 2.67936, 2.64463], [-3.94565, 1.50751, 3.38787], [-0.46271, 2.92680, 2.13339], [0.91693, 2.31868, 3.04810], [-0.53778, 2.85787, 3.89354], [1.94105, -0.96253, 3.23873], [1.23354, -0.86594, 4.83719], [1.74033, 0.60854, 4.02063], [-2.34591, 4.80240, -2.43912], [-1.95690, 4.16304, -1.20157], [-2.67456, 4.60379, -0.02447], [-1.08229, 2.76842, -1.05354], [-1.68299, 1.76433, -0.15193], [-0.96356, 2.23252, -2.58427], [-1.02703, 0.59563, -2.89104], [-0.23148, -0.15001, -1.90912], [-2.66424, 0.25104, -2.92941], [-3.04622, -0.78925, -1.99342], [-3.62963, 1.33475, -2.98587], [-0.47478, 0.47560, -4.44038], [-1.18241, 1.13077, -5.52133], [0.95442, 0.35543, -4.63521], [0.47107, 3.20183, -0.61293], [1.14231, 4.13469, -1.50116], [1.33358, 2.12499, -0.16225], [-2.16776, 5.87952, -2.36392], [-3.41009, 4.64384, -2.64995], [-1.75544, 4.40029, -3.25796], [-2.59179, 5.68847, 0.06974], [-2.22545, 4.13485, 0.84676], [-3.73453, 4.33154, -0.06880], [-2.40644, -1.65362, -2.15758], [-4.08215, -1.07049, -2.17920], [-2.94233, -0.45630, -0.93760], [-3.28795, 2.11008, -3.66738], [-3.79479, 1.78222, -1.99721], [-4.57565, 0.93776, -3.35977], [-2.25255, 1.05117, -5.34591], [-0.94685, 0.61852, -6.45650], [-0.90319, 2.18763, -5.62359], [1.37027, -0.15336, -3.77140], [1.43966, 1.32829, -4.75679], [1.14147, -0.24887, -5.52418], [0.44086, 4.91427, -1.78902], [1.51823, 3.64098, -2.40570], [1.98242, 4.58712, -0.97293], [0.71729, 1.36019, 0.33255], [2.05972, 2.51645, 0.55317], [1.86796, 1.65997, -0.99868], [-2.84536, -3.45765, 0.31620], [-1.66017, -2.51372, 0.31617], [-0.65255, -2.79145, -0.31644], [-2.69908, -4.26124, -0.40779], [-3.76495, -2.92066, 0.11356], [-2.92972, -3.89170, 1.30908], [1.42861, -1.12776, 0.78731], [1.91562, -2.62642, 0.62510], [3.23461, -2.75441, 1.88400], [3.00889, -3.58129, 2.97342], [3.89219, -3.55936, 4.04117], [4.99162, -2.71777, 4.01363], [5.22194, -1.91140, 2.90952], [4.34537, -1.92879, 1.83939], [3.01601, -2.70087, -0.82042], [3.88219, -3.76973, -0.97935], [4.68711, -3.82119, -2.10519], [4.62277, -2.80817, -3.04862], [3.74583, -1.74896, -2.88250], [2.92518, -1.69900, -1.76718], [2.18562, -0.44951, 0.83836], [2.14503, -4.22668, 2.98227], [3.72410, -4.20375, 4.88872], [5.67851, -2.69893, 4.84509], [6.09206, -1.27358, 2.87921], [4.52182, -1.30187, 0.97339], [3.92939, -4.54730, -0.23320], [5.36290, -4.65082, -2.24427], [5.25736, -2.84677, -3.92167], [3.70505, -0.96539, -3.62739], [2.20022, -0.90626, -1.62670]], "charge": 1, "homo_lumo_gap_ev": [7.495, 7.294], "spin_multiplicity": 6, "de_lowest_ev": 0.2310, "homo_energy_ev": [-8.97, -9.92]}


Across the entries above, max |F| takes the values 0.5, 1.7 eV Å⁻¹, respectively.